Entry 1:
Density functional theory data (wB97M-V/def2-TZVPD) for C26H26N4O4PdS as an isolated structure at a distorted geometry.

XYZ file:
```
62
Properties=species:S:1:pos:R:3:lowdin_charge:R:1
Pd -1.0792 -0.4605 0.3717 0.47
O 1.5738 2.8059 -2.8851 -0.11
C 2.6394 2.4162 -2.2997 -0.44
C 3.8409 3.1988 -2.3902 -0.07
C 5.0054 2.8542 -1.7456 -0.15
C 5.0731 1.7005 -0.9506 -0.14
C 3.9407 0.9140 -0.8433 -0.07
C 2.7456 1.2186 -1.4959 -0.10
C 1.6089 0.2855 -1.2582 -0.46
O 1.7005 -0.6894 -0.5127 -0.02
N 0.4627 0.6371 -1.8969 0.05
N -0.6823 -0.1264 -1.8131 -0.02
C -1.7425 0.4370 -2.2786 -0.11
C -3.0157 -0.2185 -2.5294 -0.16
C -3.9753 0.5198 -3.2276 -0.10
C -5.2005 0.0015 -3.6105 -0.17
C -5.4822 -1.3340 -3.2911 -0.16
C -4.5764 -2.0961 -2.5899 -0.06
C -3.2990 -1.5926 -2.1460 -0.43
O -2.5094 -2.3188 -1.4920 -0.10
H 0.5012 1.5372 -2.3962 0.09
H 3.7802 4.1012 -2.9896 0.09
H 5.8803 3.4900 -1.8503 0.08
H 5.9857 1.4408 -0.4282 0.07
H 3.9461 0.0182 -0.2317 0.11
H -1.6706 1.4759 -2.6196 0.12
H -3.7336 1.5477 -3.4911 0.09
H -5.9171 0.6069 -4.1532 0.07
H -6.4229 -1.7765 -3.6080 0.08
H -4.7993 -3.1340 -2.3650 0.09
C 1.9065 3.5708 0.4190 -0.01
C 1.3013 2.3438 1.0728 -0.39
O 0.1948 1.9747 0.7657 0.04
C 2.1358 1.6434 2.1063 -0.14
C 1.8770 0.3067 2.3945 -0.02
C 2.6090 -0.3558 3.3663 -0.07
C 3.5959 0.3175 4.0742 -0.11
C 3.8832 1.6415 3.7693 -0.11
C 3.1669 2.2955 2.7775 -0.04
H 1.3312 3.8174 -0.4707 0.08
H 2.9465 3.3916 0.1393 0.07
H 1.8710 4.4127 1.1191 0.08
H 1.1039 -0.1827 1.8203 0.06
H 2.4109 -1.3999 3.5781 0.10
H 4.1482 -0.1895 4.8581 0.09
H 4.6727 2.1596 4.3000 0.09
H 3.4106 3.3223 2.5359 0.10
S -1.9028 -0.0302 2.6166 0.49
C -2.0675 -1.5751 1.8313 -0.95
N -3.3892 -1.9806 1.5419 -0.04
C -3.7166 -3.3287 1.0928 -0.23
C -2.8780 -4.3188 1.8765 -0.19
C -1.4276 -3.9549 1.6225 -0.22
N -1.1906 -2.6324 2.1952 -0.04
H -3.8824 -1.2496 1.0581 0.10
H -3.5027 -3.4501 0.0256 0.08
H -4.7846 -3.4851 1.2682 0.11
H -3.0917 -5.3432 1.5597 0.10
H -3.0872 -4.2209 2.9465 0.11
H -1.2383 -3.9724 0.5411 0.12
H -0.7494 -4.6560 2.1138 0.10
H -0.2349 -2.3317 2.1026 0.08
```

Computed properties:
Relative energy (zero: lowest compared OMol25 entry of this formula, charge and spin) = 98.9 kJ/mol
F_max = 1.32 eV Å⁻¹
HOMO energy = -1.19 eV
E_LUMO = 4.7 eV
Total charge = -2
Spin multiplicity = 1
Gap between HOMO and LUMO = 5.86 eV
E_tot = -2052.469151 Eh

=====

Entry 2:
Density functional theory data (wB97M-V/def2-TZVPD) for C26H26N4O8PtS2Se as an isolated structure.

XYZ file:
```
68
Properties=species:S:1:pos:R:3:lowdin_charge:R:1
Pt -0.4332 0.2620 0.0492 1.12
C 4.7563 -3.7805 0.5056 -0.06
C 3.8825 -2.7955 1.2375 -0.28
C 2.8029 -3.2273 2.0043 -0.04
C 1.9402 -2.3159 2.5896 -0.05
C 2.1618 -0.9574 2.4098 -0.27
C 3.2397 -0.5080 1.6654 -0.06
C 4.0976 -1.4293 1.0891 -0.04
S 0.9600 0.1920 3.0190 0.59
O 1.5476 1.5121 2.8624 -0.34
O 0.6468 -0.2239 4.3686 -0.32
N -0.3719 0.1177 2.1176 -0.36
C -1.2562 -1.0236 2.4185 -0.22
C -0.9976 -2.2234 1.4995 -0.69
O -1.3343 -3.3513 1.8733 -0.02
O -0.4546 -1.9316 0.3740 -0.15
H 4.6374 -4.7909 0.9003 0.06
H 5.8110 -3.5043 0.5719 0.07
H 4.4871 -3.7923 -0.5541 0.08
H 2.6120 -4.2889 2.1161 0.11
H 1.0899 -2.6612 3.1658 0.11
H 3.3660 0.5508 1.4953 0.11
H 4.9021 -1.0782 0.4523 0.11
H -2.2848 -0.7013 2.2292 0.09
H -1.1808 -1.3268 3.4588 0.10
C -5.8492 -2.7381 0.9654 -0.06
C -4.8568 -2.2201 -0.0443 -0.28
C -5.0662 -1.0107 -0.7002 -0.06
C -4.1139 -0.5029 -1.5744 -0.12
C -2.9461 -1.2125 -1.7932 -0.30
C -2.7420 -2.4457 -1.1900 -0.06
C -3.6922 -2.9380 -0.3116 -0.04
S -1.7160 -0.5608 -2.8924 0.58
O -2.3790 0.5204 -3.6078 -0.36
O -1.2731 -1.6608 -3.7265 -0.33
N -0.5076 0.0037 -1.9899 -0.35
C 0.8208 -0.2517 -2.5820 -0.18
C 1.9901 0.1257 -1.6670 -0.64
O 3.1231 0.0197 -2.1381 -0.01
O 1.7080 0.5205 -0.4773 -0.13
H -6.7485 -2.1202 0.9889 0.06
H -5.4112 -2.7384 1.9670 0.08
H -6.1444 -3.7651 0.7400 0.07
H -5.9733 -0.4460 -0.5077 0.10
H -4.2545 0.4474 -2.0714 0.09
H -1.8285 -2.9915 -1.3748 0.12
H -3.4961 -3.8708 0.2042 0.11
H 0.9608 0.3122 -3.5102 0.12
H 0.9411 -1.3066 -2.8342 0.11
C -0.9832 3.0929 -2.4459 -0.06
N -0.2610 3.1061 -1.2015 -0.09
C -0.6108 2.4215 -0.0280 -0.79
Se -2.3844 1.7572 0.2805 0.70
N 0.1977 2.9833 0.9566 0.08
C 1.1317 3.8197 0.3978 -0.19
C 2.2030 4.4981 0.9402 -0.02
C 2.9470 5.3248 0.0887 -0.13
C 2.6171 5.4587 -1.2511 -0.13
C 1.5367 4.7568 -1.8030 -0.03
C 0.8186 3.9276 -0.9664 -0.18
H -1.6615 2.2538 -2.4781 0.02
H -0.2816 2.9852 -3.2757 0.09
H -1.5496 4.0238 -2.5752 0.09
H 0.3464 2.5106 1.8405 0.08
H 2.4602 4.3793 1.9852 0.11
H 3.7990 5.8633 0.4863 0.08
H 3.2115 6.1020 -1.8889 0.08
H 1.2907 4.8430 -2.8539 0.10
```

Computed properties:
Relative energy (zero: lowest compared OMol25 entry of this formula, charge and spin) = 66.5 kJ/mol
F_max = 0.50 eV Å⁻¹
HOMO energy = -1.75 eV
E_LUMO = 4.4 eV
Total charge = -2
Spin multiplicity = 1
Gap between HOMO and LUMO = 6.17 eV
E_tot = -5144.595156 Eh

=====

Entry 3:
Density functional theory data (wB97M-V/def2-TZVPD) for C26H26N5O7W as an isolated structure at a distorted geometry.

XYZ file:
```
65
Properties=species:S:1:pos:R:3:lowdin_charge:R:1
W -0.6019 1.0076 -0.3094 1.79
N -1.5201 -0.6664 1.0369 -0.03
C -1.1690 -0.3855 2.4477 -0.12
C -0.0868 0.7077 2.6519 -0.55
O 0.3230 0.9170 3.7879 0.01
N 0.2782 1.3225 1.5286 -0.13
C 1.0494 2.5506 1.6625 -0.09
C 0.3982 3.6047 0.7201 -0.60
O 0.7155 4.7739 0.7768 0.05
O -0.4568 3.0918 -0.0945 -0.18
H -2.5338 -0.5853 0.9209 0.11
H -1.2397 -1.6251 0.8013 0.06
H -0.8161 -1.2884 2.9533 0.12
H -2.0463 -0.0093 2.9828 0.13
H 2.0930 2.4140 1.3358 0.12
H 1.0410 2.9047 2.7014 0.12
O -1.5001 -0.8792 -3.9239 0.05
C -1.5380 -0.1568 -2.9372 -0.54
O -0.9128 -0.4117 -1.8001 -0.23
C -2.3582 1.0540 -2.7941 -0.15
C -3.3650 1.4790 -3.6499 0.00
C -4.2639 2.4466 -3.2150 -0.06
C -4.1840 2.8864 -1.8878 0.01
C -3.1592 2.4349 -1.0767 -0.15
N -2.1828 1.5903 -1.5337 0.00
C -3.1259 2.5292 0.4148 -0.56
O -3.9129 3.1996 1.0647 0.06
O -2.2620 1.6889 0.9140 -0.16
H -3.4486 1.0087 -4.6182 0.12
H -5.0581 2.7935 -3.8562 0.10
H -4.9263 3.5445 -1.4627 0.12
C -1.7831 -3.7187 -0.8566 -0.09
C -0.3460 -3.1916 -0.9147 -0.19
C 0.3359 -2.9793 0.4178 -0.19
C 0.3383 -4.0157 1.3397 -0.05
C 1.0909 -3.9469 2.4969 -0.08
C 1.8931 -2.8415 2.7174 -0.04
C 1.9105 -1.7738 1.8328 -0.16
C 2.8029 -0.6034 2.1425 -0.20
C 4.2832 -0.9757 2.0785 -0.08
C 1.0808 -1.8034 0.6942 -0.20
N 0.9780 -0.6734 -0.1373 -0.03
C 2.0977 -0.3391 -0.8198 -0.03
C 2.0994 0.8404 -1.5577 -0.30
C 3.0692 1.4939 -2.3365 -0.04
C 2.4756 2.6685 -2.7990 -0.09
C 1.1845 2.6988 -2.3051 -0.11
N 0.9286 1.5949 -1.5430 -0.10
H -2.2051 -3.7030 -1.8595 0.08
H -2.4189 -3.1008 -0.2233 0.06
H -1.8261 -4.7421 -0.4851 0.06
H -0.3377 -2.2604 -1.4806 0.07
H 0.2496 -3.9144 -1.4823 0.12
H -0.2468 -4.9004 1.1340 0.10
H 1.0680 -4.7615 3.2060 0.10
H 2.5079 -2.7986 3.6059 0.11
H 2.5653 -0.2390 3.1434 0.12
H 2.6144 0.2030 1.4371 0.08
H 4.5172 -1.7758 2.7766 0.06
H 4.8971 -0.1136 2.3286 0.07
H 4.5532 -1.3093 1.0789 0.07
H 2.9592 -0.9965 -0.8026 0.14
H 4.0704 1.1533 -2.5210 0.09
H 2.9339 3.4262 -3.4096 0.09
H 0.4276 3.4574 -2.4367 0.12
```

Computed properties:
Relative energy (zero: lowest compared OMol25 entry of this formula, charge and spin) = 68.3 kJ/mol
F_max = 3.88 eV Å⁻¹
HOMO energy (spin up / spin down) = -3.79 / -3.79 eV
E_LUMO (spin up / spin down) = 2.3 / 2.3 eV
Total charge = -1
Spin multiplicity = 1
Gap between HOMO and LUMO (spin up / spin down) = 6.12 / 6.12 eV
E_tot = -1874.205863 Eh

=====

Entry 4:
Density functional theory data (wB97M-V/def2-TZVPD) for C26H26N8O2S3V as an isolated structure.

XYZ file:
```
66
Properties=species:S:1:pos:R:3:lowdin_spin:R:1
V 0.5370 0.2834 0.1994 1.31
N 2.8544 1.5849 3.6690 0.00
C 2.1448 1.4484 2.5529 0.00
S 2.2693 -0.0848 1.6983 -0.09
N 1.4398 2.4635 2.1228 -0.01
N 0.7356 2.1608 1.0184 0.00
C -0.1305 3.0060 0.5813 -0.01
C -0.7602 2.7009 -0.6956 0.00
C -1.6180 3.5690 -1.3432 0.00
C -2.0724 3.2348 -2.6120 0.00
C -1.6425 2.0550 -3.1945 0.00
C -0.7992 1.2223 -2.4779 0.00
N -0.3783 1.5278 -1.2503 -0.01
H 3.3510 0.8087 4.0695 0.00
H 2.7784 2.4416 4.1948 0.00
H -0.3351 3.9273 1.1154 0.00
H -1.9064 4.4966 -0.8680 0.00
H -2.7412 3.8981 -3.1436 0.00
H -1.9514 1.7729 -4.1904 0.00
H -0.4462 0.2890 -2.8941 0.00
O -0.4705 0.4888 2.9032 0.00
S -1.2825 -0.5980 2.4231 0.00
O -0.9485 -1.9525 2.7235 0.00
N -1.1605 -0.3950 0.7435 -0.09
C -1.9150 -1.2526 -0.0899 0.00
C -3.2551 -1.5266 -0.0043 -0.01
C -3.8497 -2.4369 -0.9048 0.00
C -3.1156 -3.0524 -1.8760 -0.01
C -1.7356 -2.7637 -2.0040 0.00
C -0.9018 -3.3424 -2.9804 0.00
C 0.4172 -2.9823 -3.0261 0.00
C 0.9037 -2.0364 -2.1164 0.00
N 0.1654 -1.4747 -1.1726 0.00
C -1.1491 -1.8524 -1.1081 0.00
C -2.9407 -0.2832 2.8690 0.00
C -3.6539 -1.2678 3.5364 0.00
C -4.9557 -0.9893 3.9271 0.00
C -5.5189 0.2463 3.6406 0.00
C -4.7878 1.2243 2.9712 0.00
C -3.4849 0.9661 2.5867 0.00
H -3.8719 -1.0545 0.7458 0.00
H -4.9063 -2.6456 -0.8110 0.00
H -3.5741 -3.7552 -2.5591 0.00
H -1.3111 -4.0577 -3.6828 0.00
H 1.0922 -3.3974 -3.7606 0.00
H 1.9301 -1.7152 -2.1950 0.00
H -3.1954 -2.2255 3.7406 0.00
H -5.5279 -1.7383 4.4569 0.00
H -6.5349 0.4560 3.9471 0.00
H -5.2336 2.1873 2.7637 0.00
H -2.8924 1.7194 2.0825 0.00
C 5.3322 1.7290 -1.9532 0.00
N 5.0438 0.4355 -1.3599 0.00
C 6.1312 -0.4911 -1.0173 0.00
C 5.3999 -1.6535 -0.3226 0.00
N 3.9934 -1.2827 -0.5180 0.00
C 3.8634 -0.0623 -1.0444 0.00
S 2.3775 0.7514 -1.3860 -0.05
H 5.8246 1.5936 -2.9158 0.00
H 5.9909 2.2920 -1.2925 0.00
H 4.4084 2.2804 -2.0960 0.00
H 6.8409 0.0104 -0.3607 0.00
H 6.6555 -0.8005 -1.9213 0.00
H 5.6366 -1.7170 0.7384 0.00
H 5.6084 -2.6131 -0.7893 0.00
H 3.2293 -1.7707 -0.0836 0.00
```

Computed properties:
Relative energy (zero: lowest compared OMol25 entry of this formula, charge and spin) = 4.3 kJ/mol
F_max = 0.67 eV Å⁻¹
HOMO energy (spin up / spin down) = -13.85 / -13.93 eV
E_LUMO (spin up / spin down) = -7.5 / -6.7 eV
⟨S²⟩ = 0.8493
Total charge = +2
Spin multiplicity = 2
Gap between HOMO and LUMO (spin up / spin down) = 6.40 / 7.18 eV
E_tot = -3733.065167 Eh

=====

Entry 5:
Density functional theory data (wB97M-V/def2-TZVPD) for an isolated ion of composition C26H26NO2 and charge +1 at a distorted geometry.

XYZ file:
```
55
Properties=species:S:1:pos:R:3:lowdin_charge:R:1
C -2.3586 -2.3662 2.0701 0.02
C -1.5841 -2.6244 0.8261 -0.39
O -1.9905 -3.1928 -0.1860 0.11
N -0.2123 -2.1511 0.9536 0.18
C 0.7748 -2.4824 0.0895 0.01
C 0.2306 -2.7044 -1.2849 -0.12
C 1.4160 -2.4960 -2.2093 -0.14
C 2.5849 -1.9678 -1.3158 -0.11
C 2.3330 -2.2147 0.2112 -0.19
C 3.3166 -2.8649 0.9842 -0.17
C 2.9037 -2.8147 2.5049 -0.17
C 1.8168 -3.6441 2.7660 -0.08
C 1.3976 -3.8623 4.0804 -0.07
C 2.1282 -3.3202 5.1546 -0.07
C 3.2100 -2.4752 4.8999 -0.05
C 3.5831 -2.1858 3.5654 -0.04
C 4.9731 -2.5188 0.9589 -0.07
C 5.5425 -2.2308 -0.2820 -0.05
C 6.9060 -2.1486 -0.5173 0.02
C 7.7862 -2.3140 0.5540 -0.25
O 9.1415 -2.1105 0.3112 -0.01
C 9.5784 -0.7526 0.3443 -0.23
C 9.7833 -0.1325 1.5842 -0.01
C 10.0536 1.2352 1.6242 -0.08
C 10.1222 1.9744 0.4516 -0.09
C 9.9623 1.3498 -0.7821 -0.08
C 9.7315 -0.0334 -0.8567 -0.01
C 7.2925 -2.6602 1.8160 0.03
C 5.8977 -2.8182 1.9883 -0.04
H -1.7753 -2.6838 2.9477 0.10
H -2.6279 -1.3025 2.1383 0.11
H -3.2750 -2.9602 2.0072 0.11
H 0.0036 -1.7080 1.8650 0.18
H -0.1353 -3.7323 -1.4354 0.15
H -0.6096 -2.0233 -1.5277 0.15
H 1.1956 -1.8230 -3.0679 0.13
H 1.6582 -3.4697 -2.6740 0.12
H 2.6108 -0.8815 -1.3262 0.13
H 3.4536 -2.4073 -1.8045 0.10
H 2.3832 -1.2262 0.7413 0.18
H 3.3231 -3.8307 0.6183 0.13
H 1.3587 -4.2366 1.9651 0.12
H 0.5086 -4.4792 4.2660 0.11
H 1.8853 -3.6026 6.1789 0.11
H 3.7936 -2.0293 5.7151 0.12
H 4.4854 -1.5966 3.4182 0.11
H 4.8973 -2.0972 -1.1333 0.07
H 7.2633 -1.8577 -1.5081 0.13
H 9.6642 -0.7420 2.4777 0.11
H 10.1863 1.6943 2.5913 0.10
H 10.3050 3.0420 0.4959 0.10
H 10.0075 1.9273 -1.7087 0.11
H 9.6120 -0.5443 -1.8211 0.12
H 7.9764 -2.7298 2.6605 0.12
H 5.6228 -3.2171 2.9556 0.10
```

Computed properties:
Relative energy (zero: lowest compared OMol25 entry of this formula, charge and spin) = 245.6 kJ/mol
F_max = 6.77 eV Å⁻¹
HOMO energy = -10.97 eV
SMILES string = CC(=O)/[NH+]=C1\CCC[C@@H]1[C@H](c1ccccc1)c1ccc(Oc2ccccc2)cc1
E_LUMO = -5.0 eV
Total charge = +1
Spin multiplicity = 1
Gap between HOMO and LUMO = 5.92 eV
E_tot = -1211.233074 Eh

=====

Entry 6:
Density functional theory data (wB97M-V/def2-TZVPD) for C26H27Br2ClHfN9O4 as an isolated structure at a distorted geometry.

XYZ file:
```
70
Properties=species:S:1:pos:R:3:lowdin_charge:R:1
Hf -10.5102 -10.9063 15.0730 1.81
N -13.8074 -10.5759 14.4471 0.12
C -13.4295 -9.5643 15.3220 -0.30
C -14.3979 -8.6022 15.6359 0.04
C -14.0454 -7.5586 16.4470 0.01
C -12.7717 -7.5056 17.0190 -0.01
C -11.9047 -8.5200 16.7208 -0.13
N -12.2334 -9.5880 15.9314 -0.02
C -13.5436 -11.9378 14.5745 -0.26
C -14.6456 -12.8661 14.4797 0.03
C -14.5170 -14.1422 14.9720 0.04
C -13.1885 -14.5821 15.4111 0.00
C -12.1547 -13.7334 15.2923 -0.09
N -12.3487 -12.3618 15.0177 -0.01
H -14.7208 -10.4770 13.9825 0.17
H -15.4088 -8.7332 15.3498 0.13
H -14.7620 -6.7188 16.6924 0.17
H -12.4596 -6.7825 17.7389 0.13
H -11.0173 -8.6398 17.4231 0.14
H -15.6207 -12.4639 14.2642 0.12
H -15.3499 -14.8580 14.9613 0.14
H -13.0436 -15.5785 15.8271 0.13
H -11.1156 -13.9296 15.5917 0.10
O -9.9342 -12.8813 18.2583 -0.14
Cl -9.3341 -11.8868 17.5060 0.79
O -8.0255 -11.6055 17.8350 -0.17
O -10.2227 -10.6815 17.3403 -0.40
O -9.2845 -12.3397 16.0305 -0.48
Br -12.5260 -7.8911 9.1466 0.92
C -11.8495 -8.7563 10.6819 -0.63
C -11.6886 -8.0051 11.8043 -0.07
C -11.4413 -8.6674 12.9770 -0.14
N -11.1659 -9.9653 13.1073 -0.04
C -11.0750 -10.6568 11.9829 -0.19
C -11.5584 -10.1178 10.7522 0.03
C -10.3722 -11.9735 12.0814 -0.17
C -10.2049 -12.8305 11.0442 -0.01
C -9.5020 -14.0173 11.2647 -0.66
Br -9.2350 -15.3113 9.9874 0.97
C -8.9725 -14.2814 12.5301 -0.06
C -9.2667 -13.4072 13.5395 -0.11
N -9.9502 -12.2567 13.3716 -0.03
H -11.9834 -6.9882 11.8424 0.12
H -11.6421 -8.0928 13.8876 0.13
H -11.5672 -10.8111 9.9159 0.12
H -10.6566 -12.6165 10.0382 0.15
H -8.3405 -15.1688 12.7698 0.15
H -8.8944 -13.5709 14.5311 0.10
C -8.2479 -8.8605 15.8388 -0.19
N -8.5104 -9.8038 14.5899 -0.14
C -8.4387 -8.8469 13.3625 -0.16
N -7.2288 -8.1157 13.3156 -0.08
C -7.1681 -7.2934 14.4807 -0.11
N -7.0751 -8.1349 15.7178 -0.06
C -5.9618 -9.0119 15.6348 -0.12
N -6.0452 -9.8724 14.4262 -0.06
C -7.1725 -10.6917 14.5465 -0.13
C -6.0550 -9.0126 13.2418 -0.10
H -8.1903 -9.4690 16.7275 0.09
H -9.1903 -8.2085 15.8858 0.14
H -9.1895 -8.1200 13.5616 0.09
H -8.6627 -9.4392 12.4736 0.13
H -8.0415 -6.7112 14.4653 0.12
H -6.3016 -6.6918 14.4092 0.14
H -6.0440 -9.7406 16.5170 0.16
H -4.9768 -8.5440 15.6109 0.15
H -7.2955 -11.2504 15.4298 0.08
H -7.1974 -11.3848 13.7321 0.12
H -6.1630 -9.5977 12.3071 0.15
H -5.2191 -8.3973 13.0095 0.14
```

Computed properties:
Relative energy (zero: lowest compared OMol25 entry of this formula, charge and spin) = 0.0 kJ/mol
F_max = 2.82 eV Å⁻¹
HOMO energy = -16.65 eV
E_LUMO = -9.8 eV
Total charge = +3
Spin multiplicity = 1
Gap between HOMO and LUMO = 6.84 eV
E_tot = -7455.905688 Eh